Molecular formula: C28H19CrN7O2S
Method: DFT, ωB97M-V/def2-TZVPD

Structure (ORCA input):
```
! RIJCOSX wB97M-V def2-TZVPD def2/J DEFGRID3
* xyz 0 5
Cr -0.464 0.192 0.123
O -1.097 0.248 -3.983
C -0.712 0.095 -2.838
N -1.431 0.173 -1.678
C -2.838 0.290 -1.677
C -3.678 0.136 -2.774
C -5.055 0.234 -2.602
C -5.590 0.484 -1.351
C -4.756 0.637 -0.249
C -3.378 0.535 -0.412
N -2.384 0.667 0.596
C -2.704 1.121 1.821
O -3.794 1.402 2.301
C -1.473 1.349 2.652
C -1.558 1.906 3.913
C -0.390 2.160 4.602
C 0.820 1.850 3.995
C 0.814 1.285 2.738
N -0.317 1.025 2.071
C 0.739 -0.185 -2.502
C 1.746 -0.085 -3.404
C 3.162 -0.154 -3.111
C 3.766 0.027 -1.919
C 3.002 0.388 -0.672
N 0.787 -0.499 -1.194
H -3.253 -0.050 -3.747
H -5.708 0.113 -3.458
H -6.662 0.564 -1.221
H -5.169 0.829 0.727
H -2.543 2.129 4.299
H -0.414 2.598 5.592
H 1.764 2.040 4.486
H 1.736 1.020 2.244
H 1.435 0.067 -4.430
H 3.812 -0.348 -3.961
H 4.838 -0.108 -1.835
H 3.679 0.420 0.185
N 2.547 -2.068 -0.619
C 2.022 -2.921 0.273
C 2.119 -4.307 0.403
C 1.446 -4.887 1.455
C 0.681 -4.125 2.377
C 0.574 -2.767 2.268
C 1.253 -2.136 1.201
N 1.293 -0.845 0.881
C 1.946 -0.739 -0.430
C 2.323 1.745 -0.830
C 2.800 2.765 -1.585
S 1.711 4.079 -1.575
C 0.693 3.219 -0.515
N 1.120 2.029 -0.212
H 2.949 -2.329 -1.505
H 2.690 -4.901 -0.299
H 1.494 -5.961 1.581
H 0.164 -4.638 3.177
H -0.017 -2.182 2.961
H 3.697 2.787 -2.182
H -0.239 3.630 -0.151
*
```

## Properties
E_tot = -3054.8913 Ha
Expectation value of S² = 6.07

---

Molecular formula: C28H20BeClN2OPS2
Method: DFT, ωB97M-V/def2-TZVPD

Structure (ORCA input):
```
! RIJCOSX wB97M-V def2-TZVPD def2/J DEFGRID3
* xyz 0 1
Be -0.473 1.417 0.111
Cl -5.903 0.706 -3.879
C -4.400 0.624 -3.074
C -3.240 0.521 -3.843
C -2.015 0.781 -3.262
C -1.920 1.223 -1.883
O -0.774 1.628 -1.446
C -3.138 1.118 -1.029
C -3.118 1.606 0.316
N -1.949 1.891 0.901
C -1.621 2.904 1.747
C -2.470 3.614 2.598
C -1.971 4.598 3.477
C -0.610 4.975 3.417
C 0.272 4.305 2.586
C 1.671 4.563 2.480
C 2.485 3.648 1.811
C 1.888 2.679 1.031
N 0.568 2.485 0.985
C -0.232 3.250 1.781
C -4.326 0.784 -1.685
H -3.392 0.329 -4.883
H -1.072 0.606 -3.790
H -4.034 1.626 0.905
H -3.533 3.370 2.622
H -2.582 5.088 4.280
H -0.203 5.747 4.031
H 2.102 5.383 3.002
H 3.581 3.654 1.974
H 2.531 2.119 0.327
H -5.264 0.706 -1.193
S 2.643 0.012 -0.957
P 1.342 -1.346 -0.278
S -0.366 -0.751 0.644
C 2.140 -2.479 0.900
C 1.339 -3.374 1.611
C 1.947 -4.094 2.645
C 3.307 -4.014 2.855
C 4.076 -3.207 2.057
C 3.514 -2.424 1.048
C 1.025 -2.412 -1.679
C -0.275 -2.609 -2.205
C -0.452 -3.512 -3.274
C 0.618 -4.218 -3.819
C 1.859 -4.110 -3.173
C 2.089 -3.164 -2.187
H 0.270 -3.398 1.378
H 1.303 -4.759 3.233
H 3.816 -4.609 3.569
H 5.154 -3.294 2.102
H 4.112 -1.720 0.488
H -1.116 -2.083 -1.774
H -1.423 -3.712 -3.725
H 0.407 -4.905 -4.655
H 2.735 -4.701 -3.537
H 3.080 -3.063 -1.682
*
```

## Properties
E_tot = -2876.5976 Ha

---

Molecular formula: C28H20Br4ClEuF5N3O2
Method: DFT, ωB97M-V/def2-TZVPD

Structure (ORCA input):
```
! RIJCOSX wB97M-V def2-TZVPD def2/J DEFGRID3
* xyz -1 8
Eu -1.252 0.609 0.537
Br 1.190 2.462 2.643
C 2.849 1.793 2.030
C 3.796 1.659 3.007
C 5.098 1.215 2.698
C 5.420 0.934 1.408
C 4.460 1.067 0.373
C 4.848 0.767 -0.961
C 3.960 0.894 -1.983
C 2.636 1.291 -1.711
C 2.203 1.562 -0.437
C 3.134 1.483 0.657
H 3.541 1.897 4.029
H 5.831 1.112 3.487
H 6.417 0.600 1.149
H 5.863 0.435 -1.140
H 4.254 0.658 -2.998
H 1.906 1.318 -2.512
Br 3.595 -5.415 -1.023
C 2.268 -4.059 -1.188
C 2.361 -2.906 -0.420
C 1.394 -1.931 -0.542
C 0.296 -2.054 -1.424
C 0.250 -3.237 -2.192
C 1.219 -4.220 -2.072
N -0.614 -1.025 -1.454
C -1.690 -1.121 -2.263
C -2.497 0.012 -2.480
C -3.487 0.070 -3.503
C -4.085 1.259 -3.799
C -3.731 2.415 -3.078
C -2.832 2.278 -2.047
N -2.244 1.117 -1.731
H 3.188 -2.760 0.263
H 1.471 -1.029 0.047
H -0.549 -3.396 -2.902
H 1.152 -5.115 -2.677
H -1.990 -2.014 -2.801
H -3.713 -0.830 -4.061
H -4.819 1.315 -4.594
H -4.174 3.378 -3.288
H -2.569 3.116 -1.411
Br -2.879 -0.157 3.245
C -4.029 -1.525 2.498
Br -4.451 -1.404 0.627
H -4.958 -1.453 3.048
H -3.510 -2.463 2.652
N 0.065 2.715 -0.632
C 0.746 1.705 -0.240
H 0.639 3.454 -1.061
Cl -0.931 -3.840 3.407
C 0.281 -2.882 2.495
C -0.342 -1.687 1.810
O 0.253 -0.572 1.919
O -1.367 -1.830 1.111
H 0.688 -3.527 1.717
H 1.055 -2.580 3.191
F -3.540 1.614 0.764
C -3.219 2.984 1.138
F -1.859 2.692 1.663
C -4.031 3.204 2.442
F -5.184 2.508 2.442
F -4.372 4.509 2.521
F -3.405 2.932 3.609
*
```

## Properties
E_tot = -13359.7345 Ha
Expectation value of S² = 15.81
Energy above the lowest of the compared OMol25 structures with the same formula, charge and spin = 0.000 eV

---

Molecular formula: C28H20BrGdN3S6
Method: DFT, ωB97M-V/def2-TZVPD

Structure (ORCA input):
```
! RIJCOSX wB97M-V def2-TZVPD def2/J DEFGRID3
* xyz -1 8
Gd 0.665 -0.761 0.052
C -0.773 -0.566 4.773
C 0.241 0.127 5.418
C 1.332 0.559 4.693
C 1.414 0.303 3.321
N 0.441 -0.395 2.716
C -0.617 -0.804 3.422
C 2.563 0.756 2.476
C 3.532 1.613 3.014
C 4.630 1.981 2.254
C 4.759 1.492 0.955
C 3.769 0.675 0.428
C 2.647 0.299 1.163
H -1.653 -0.921 5.293
H 0.183 0.326 6.481
H 2.132 1.085 5.192
H -1.375 -1.346 2.869
H 3.438 2.012 4.016
H 5.377 2.646 2.670
H 5.619 1.762 0.353
H 3.870 0.335 -0.599
Br -0.421 -3.461 1.208
C -1.608 -3.885 -0.224
C -2.068 -5.165 -0.235
C -2.958 -5.555 -1.262
C -3.328 -4.649 -2.209
C -2.840 -3.315 -2.190
C -3.228 -2.389 -3.190
C -2.751 -1.113 -3.149
C -1.869 -0.710 -2.114
C -1.432 -1.544 -1.114
C -1.945 -2.877 -1.169
H -1.754 -5.870 0.522
H -3.331 -6.572 -1.288
H -4.004 -4.936 -3.008
H -3.896 -2.717 -3.979
H -3.038 -0.402 -3.917
H -1.523 0.320 -2.144
S 4.870 -1.047 -6.435
C 3.879 -0.994 -5.095
S 3.086 0.423 -4.534
C 2.345 -0.224 -3.098
C 2.599 -1.530 -2.846
S 2.043 -2.537 -1.524
S 3.617 -2.311 -4.025
S 1.371 0.880 -2.158
C -3.214 4.070 1.102
N -2.154 3.995 0.116
C -1.829 4.976 -0.815
C -0.791 4.505 -1.530
N -0.497 3.255 -1.024
C -1.326 2.923 -0.010
S -1.381 1.524 0.937
H -3.700 5.039 1.004
H -2.802 3.958 2.104
H -3.937 3.272 0.939
H -2.368 5.904 -0.882
H -0.241 4.936 -2.346
H 0.234 2.645 -1.379
*
```

## Properties
E_tot = -6972.1789 Ha
Expectation value of S² = 16.00

---

no.,molecular weight (g mol⁻¹)
1,569.57
2,540.05
3,1032.51
4,828.05